(1)
Below is a 22-piece molecular cluster, C10H65BrNO21S overall, with properties calculated with the ωB97M-V functional and the def2-TZVPD basis.

The geometry in ORCA input format:
```
! RIJCOSX wB97M-V def2-TZVPD def2/J DEFGRID3
* xyz 1 1
C -1.52825 -1.86515 -0.43813
C -2.03482 -0.51531 0.05958
C -1.25077 0.74349 -0.37127
C -0.28570 0.54689 -1.53162
C 1.03459 -0.14104 -1.17846
S 2.45959 0.93902 -1.02658
C 2.84941 1.37010 -2.73365
C 3.80949 0.38102 -3.35958
N 3.15572 -0.89386 -3.68884
C 1.87942 2.48156 -0.29846
C 2.48627 2.79840 1.07005
C 3.87739 2.27013 1.35467
Br 1.31199 2.23845 2.51156
H -0.62754 -2.15149 0.10948
H -1.33664 -1.88716 -1.50591
H -2.25682 -2.62803 -0.18450
H -3.08077 -0.41898 -0.21893
H -2.03208 -0.57335 1.14766
H -1.96923 1.47632 -0.72589
H -0.76288 1.19417 0.49241
H -0.07566 1.52323 -1.97371
H -0.77053 -0.02242 -2.31933
H 1.30809 -0.84207 -1.96213
H 0.97891 -0.70216 -0.24994
H 3.29573 2.36081 -2.68318
H 1.92231 1.39022 -3.30364
H 4.11144 0.83942 -4.29949
H 4.72170 0.26871 -2.77477
H 3.14433 -1.49825 -2.87447
H 3.73119 -1.38763 -4.35959
H 0.79630 2.44650 -0.24475
H 2.12961 3.27229 -1.00249
H 2.50184 3.88126 1.13741
H 4.11254 2.37352 2.41472
H 3.96514 1.20644 1.15338
H 4.61380 2.82898 0.78049
O 5.28996 2.43226 4.47871
H 5.18289 3.36430 4.70761
H 4.54938 1.97297 4.91218
O 6.00236 5.18198 3.70733
H 6.27177 6.10530 3.75010
H 6.70347 4.74697 3.21197
O 7.05206 0.46533 -2.64426
H 7.90619 0.69441 -3.02761
H 7.27697 0.04356 -1.80771
O -2.91210 3.16352 -2.22957
H -2.58662 3.85198 -1.63184
H -3.78396 2.94610 -1.87339
O -5.03510 -1.46323 -1.58377
H -4.58767 -2.31362 -1.64599
H -4.90916 -1.08160 -2.45785
O -5.76866 -1.37973 1.44551
H -6.55837 -1.91714 1.59319
H -5.65633 -1.36146 0.48966
O -6.62212 -1.73952 4.55720
H -6.14464 -2.56799 4.67010
H -6.35489 -1.42818 3.68590
O -2.25011 -4.52058 1.45705
H -1.49292 -4.52240 2.05185
H -3.00764 -4.52610 2.05060
O -5.87986 2.94565 -2.17695
H -6.63438 2.36754 -2.02566
H -5.75144 2.93770 -3.13138
O 3.31017 1.06992 5.15395
H 2.76111 1.38980 4.42826
H 3.73828 0.27206 4.82274
O 5.54202 3.26092 -3.15647
H 6.11201 2.48419 -3.07889
H 5.75958 3.64621 -4.01102
O -7.16907 -4.02466 2.00043
H -6.59460 -4.77966 2.15568
H -7.81621 -4.08502 2.71218
O -8.47102 -6.54539 2.52847
H -9.26867 -7.05603 2.69705
H -8.41105 -6.49958 1.56908
O -2.69912 -1.93858 -3.65857
H -2.27333 -1.08347 -3.74924
H -2.03161 -2.56002 -3.98012
O 6.47485 -0.30419 4.15261
H 6.13427 0.54446 4.46180
H 6.95361 -0.66709 4.90294
O -0.26777 -1.59219 -5.30660
H -0.42280 -0.75600 -5.75804
H 0.68288 -1.61021 -5.14991
O -1.35753 -4.56496 -3.79837
H -0.78693 -5.29744 -3.54958
H -2.08379 -4.60185 -3.16544
O -3.01737 5.42354 -0.36961
H -3.93861 5.36005 -0.09567
H -2.94495 6.29068 -0.78061
O -0.15077 -6.65714 1.95762
H 0.26780 -7.52163 1.91054
H -0.09669 -6.30915 1.06282
O -3.39853 -2.06876 4.30235
H -2.64778 -1.48137 4.42298
H -4.09253 -1.50132 3.94928
O 4.82360 5.67320 0.88052
H 5.57923 5.08050 0.84242
H 4.37058 5.41089 1.68885
*
```

## Properties
HOMO-LUMO gap: 10.076 eV
E_LUMO: -2.3 eV

(2)
Below is C10H6CaNO5S as an isolated structure at a distorted geometry, with properties calculated with the ωB97M-V functional and the def2-TZVPD basis.

The geometry in ORCA input format:
```
! RIJCOSX wB97M-V def2-TZVPD def2/J DEFGRID3
* xyz 1 1
O 1.23252 -0.95630 5.55448
C 1.40262 -0.94407 4.42694
Ca -0.82973 0.11792 0.05839
C 0.26097 0.32732 -2.52340
O 0.95953 0.34702 -3.43053
C 2.42220 -0.90586 -1.02187
O 3.27835 -0.67698 -0.22332
C 1.23912 -1.61279 -0.95227
O 0.95541 -2.70702 -1.39867
C 1.04899 1.77148 -0.40373
O 1.87039 2.51152 -0.76515
H -1.68848 0.42291 1.52335
S -3.28114 0.30051 -1.05162
C -4.18622 0.95878 0.25244
N -4.57876 2.28045 0.15429
C -5.19302 2.97584 1.17128
C -5.51349 2.29058 2.34126
C -5.18360 0.92413 2.46293
C -4.58789 0.26465 1.39665
H -4.29332 2.80010 -0.67161
H -5.41233 4.03139 1.00232
H -6.00504 2.81515 3.16125
H -5.44621 0.37328 3.37848
H -4.23157 -0.76599 1.47483
*
```

## Properties
HOMO-LUMO gap (spin up / spin down): 5.366 / 5.593 eV
E_LUMO (spin up / spin down): -6.0 / -5.8 eV

(3)
Below is one molecule with the formula C10H6Cl3N3O at a distorted geometry, with properties calculated with the ωB97M-V functional and the def2-TZVPD basis.

The geometry in ORCA input format:
```
! RIJCOSX wB97M-V def2-TZVPD def2/J DEFGRID3
* xyz 0 1
O -0.84537 -2.02887 -1.49567
Cl -2.11341 3.45618 -2.69612
Cl -1.95443 -1.72636 -4.32993
Cl -2.57523 1.26223 -4.96037
N -1.21095 1.50931 -1.19023
C -1.08421 -0.86425 -1.77866
C -1.74656 1.79645 -2.33518
C -1.65609 -0.54015 -3.11492
C -1.95054 0.78964 -3.38044
C 0.67681 -1.31384 2.23686
C 1.70268 0.81284 1.83072
C -0.16819 -1.14106 1.14019
C 0.86994 0.99333 0.72257
C 1.60169 -0.36927 2.59342
C -0.03362 -0.02776 0.27609
N 2.46160 -0.59228 3.62217
N -0.79718 0.18886 -0.91915
H 0.50705 -2.21493 2.83190
H 2.41562 1.58914 2.13258
H -0.87274 -1.93779 0.96438
H 0.99095 1.92374 0.17177
H 3.32290 -0.06918 3.62677
H 2.45926 -1.49599 4.05125
*
```

## Properties
HOMO-LUMO gap: 7.352 eV
E_LUMO: -0.6 eV

(4)
Below is one molecule with the formula C10H6ClN3O at a distorted geometry, with properties calculated with the ωB97M-V functional and the def2-TZVPD basis.

The geometry in ORCA input format:
```
! RIJCOSX wB97M-V def2-TZVPD def2/J DEFGRID3
* xyz 0 1
C 0.76235 1.00115 2.14891
C 0.45164 0.36963 -2.84140
C 1.43264 -0.56390 -2.36193
C -0.43499 0.92194 -2.02369
C 1.55439 -0.69335 -0.97300
C -0.40305 0.65023 -0.55483
C 0.69347 -0.11408 -0.05285
C -1.57088 1.01463 0.18007
C -1.48888 -1.34112 2.73636
C 1.13428 -0.00465 1.25416
N 0.76305 1.94451 2.79424
N -2.07059 0.43524 1.26812
N -1.51739 -0.19425 2.18349
O -1.42313 -1.75722 3.86619
Cl -1.35314 -2.51665 1.34647
H 0.39763 0.43885 -3.91066
H 2.11373 -0.95587 -2.99500
H -1.15708 1.63697 -2.48346
H 2.42425 -1.18962 -0.48972
H -2.24590 1.57003 -0.44267
H 1.93760 -0.65247 1.35120
*
```

## Properties
HOMO-LUMO gap (spin up / spin down): 6.765 / 6.440 eV
ΔE to the lowest compared entry with this formula, charge and spin: 301.36 kJ/mol
E_LUMO (spin up / spin down): -2.3 / -2.3 eV

(5)
Below is C10H6F6I2N2O6PtS4 as an isolated structure at a distorted geometry, with properties calculated with the ωB97M-V functional and the def2-TZVPD basis.

The geometry in ORCA input format:
```
! RIJCOSX wB97M-V def2-TZVPD def2/J DEFGRID3
* xyz 2 1
Pt 0.79589 1.63599 0.95963
I 1.58571 4.31879 1.45829
C 2.31381 3.43253 3.28444
I 2.69211 1.33591 2.86231
H 1.53124 3.50401 4.04140
H 3.24050 3.92637 3.58850
O 4.25628 -2.18113 -2.99101
S 3.30625 -1.34741 -3.61848
O 3.32673 -1.04392 -4.99735
N 3.00881 0.02990 -2.69556
C 1.84097 0.06202 -2.17821
S 1.32686 1.56542 -1.45663
C 0.98831 -1.10663 -2.39616
C -0.28347 -1.41200 -1.92248
C -0.86038 -2.62500 -2.26553
C -0.21804 -3.52190 -3.10559
C 1.06438 -3.22741 -3.59951
C 1.61391 -2.04662 -3.21936
H -0.78486 -0.71388 -1.26330
H -1.83293 -2.88288 -1.86726
H -0.67911 -4.45876 -3.38456
H 1.56661 -3.93035 -4.25334
F -3.61315 3.54225 3.04821
C -3.33238 3.21152 1.81048
F -4.35581 2.62116 1.24177
F -2.97123 4.27964 1.12200
S -1.83148 2.06348 1.73200
O -0.79165 2.56299 2.60919
O -1.37326 2.11801 0.34482
N -2.25215 0.59095 2.09677
S -0.99772 -0.37525 2.16162
O -0.10352 -0.09068 3.23079
O -0.30018 -0.40310 0.86698
C -1.82451 -2.07131 2.21720
F -0.95879 -3.01877 2.50870
F -2.26370 -2.26219 0.97468
F -2.83003 -2.08171 3.05456
*
```

## Properties
HOMO-LUMO gap (spin up / spin down): 3.977 / 3.986 eV
E_LUMO (spin up / spin down): -11.1 / -11.2 eV

(6)
Below is a 2-piece molecular cluster, C10H6N5O6 overall at a distorted geometry, with properties calculated with the ωB97M-V functional and the def2-TZVPD basis.

The geometry in ORCA input format:
```
! RIJCOSX wB97M-V def2-TZVPD def2/J DEFGRID3
* xyz -1 1
C -1.57916 -0.14900 2.01098
C -1.49344 1.35475 2.18085
O -0.19832 1.74072 1.77360
C 0.58773 0.57694 1.67774
O 1.78481 0.69570 1.47992
N -0.21029 -0.52300 1.84548
H -2.05338 -0.56749 2.92660
H -2.20082 -0.40601 1.12902
H -2.23038 1.90410 1.60344
H -1.61663 1.59441 3.24309
N -2.31187 -7.48891 0.32738
C -1.62367 -6.55129 0.39938
C -0.78821 -5.40200 0.48340
C -0.68099 -4.35730 -0.43593
C 0.20924 -3.26469 -0.16576
N 0.69152 -2.49444 -1.27746
O 0.25187 -2.73877 -2.42351
O 1.58136 -1.63866 -1.06313
C 0.93180 -3.17039 1.04007
C 0.89361 -4.28633 1.86704
N 1.57443 -4.59712 3.05273
O 2.43014 -4.02526 3.70305
O 1.05297 -5.88986 3.47450
N 0.11883 -6.38236 2.55519
C 0.04854 -5.39055 1.63117
H -1.15084 -4.43057 -1.41307
H 1.58663 -2.33770 1.27005
*
```

## Properties
HOMO-LUMO gap: 4.441 eV
E_LUMO: 0.4 eV